Record 1
ORCA calculation (ωB97M-V/def2-TZVPD) on a molecular structure, C20H41DyN2P3S in a non-equilibrium geometry.

Output
Kohn-Sham gap (spin up / spin down) = 5.344 / 5.534 eV
2S+1 = 6
energy = -3202.53101 Eh
HOMO (spin up / spin down) = -15.760 / -15.778 eV
total charge = +3
F_max = 6.56 eV/Å

The geometry in XYZ format:
```
68
Properties=species:S:1:pos:R:3:forces:R:3:lowdin_charge:R:1
Dy -1.180 -1.060 0.362 4.4 4.0 2.8 1.2597
P 0.551 -2.815 -1.036 1.2 -1.9 -1.3 0.7480
P 1.826 0.040 1.131 -0.3 0.4 0.2 0.7439
P 0.077 2.602 -3.629 -1.1 0.2 0.4 0.8715
H -4.299 -1.231 -0.236 0.6 0.1 0.3 0.1182
C -3.363 -0.995 -0.763 -1.9 -3.1 -3.3 -0.1349
C -2.516 -2.008 -1.213 -3.3 1.8 -1.1 -0.2483
H -2.633 -3.081 -1.038 0.0 0.3 0.3 0.1165
C 0.601 -4.503 -0.255 -0.3 0.3 0.4 -0.2494
C 2.341 -2.611 -1.418 0.3 0.4 -0.1 -0.2637
C -0.072 -3.267 -2.729 -0.3 0.1 -0.1 -0.2416
C 1.561 1.599 2.061 -0.1 0.0 -0.1 -0.2589
C 2.823 -0.868 2.369 -0.1 -0.4 -0.2 -0.2600
C 3.136 0.604 -0.021 -0.3 -0.2 -0.1 -0.2578
C -0.057 3.473 -5.187 -0.2 0.1 -0.4 -0.1930
C 0.797 0.961 -3.861 0.0 -0.3 0.3 -0.2020
C 0.971 3.590 -2.415 0.0 0.0 0.0 -0.1968
H -3.374 -0.083 -1.358 0.3 0.2 0.8 0.0585
H -1.770 -1.666 -1.956 -0.4 -0.3 0.4 0.0346
H -0.320 -4.662 0.323 0.2 -0.2 -0.1 0.0323
H 1.458 -4.576 0.432 -0.3 0.0 -0.2 0.0611
H 0.674 -5.295 -1.016 0.1 0.4 0.2 0.0682
H 2.922 -2.437 -0.501 -0.2 -0.1 -0.2 0.0360
H 2.496 -1.746 -2.083 -0.1 -0.3 0.2 0.0406
H 2.768 -3.495 -1.928 -0.5 0.3 0.3 0.0843
H -1.149 -3.106 -2.828 0.3 -0.2 -0.1 0.0157
H 0.088 -4.330 -2.951 0.3 0.3 0.1 0.0709
H 0.422 -2.641 -3.483 0.0 -0.2 0.1 0.0582
H 2.540 1.982 2.362 -0.1 0.0 0.1 0.0663
H 0.953 1.426 2.955 0.1 0.1 -0.2 0.0343
H 1.058 2.338 1.430 0.0 -0.1 0.1 0.0324
H 3.851 -0.503 2.346 0.0 -0.1 0.1 0.0613
H 2.814 -1.938 2.142 0.2 0.0 0.1 0.0325
H 2.415 -0.720 3.370 0.0 0.0 -0.1 0.0438
H 3.982 0.972 0.560 0.0 0.1 -0.1 0.0640
H 2.735 1.401 -0.653 0.1 0.0 0.1 0.0215
H 3.450 -0.226 -0.654 0.2 0.2 0.0 0.0194
H 0.625 4.339 -5.186 -0.3 -0.4 -0.2 0.0760
H -1.105 3.808 -5.291 0.6 0.0 0.0 0.0784
H 0.163 2.786 -6.021 0.0 0.4 0.2 0.0747
H 1.455 0.987 -4.740 -0.2 -0.1 0.2 0.0771
H -0.015 0.231 -4.014 0.4 0.3 -0.1 0.0611
H 1.384 0.663 -2.973 -0.3 0.2 -0.4 0.0429
H 1.305 4.483 -2.944 0.2 0.0 0.2 0.0660
H 1.828 3.024 -2.037 -0.1 0.2 -0.1 0.0468
H 0.316 3.872 -1.582 0.2 -0.1 -0.3 0.0393
C -2.115 1.934 0.835 -0.4 1.0 1.3 -0.6878
C -1.916 3.275 1.293 0.5 -1.0 -0.1 -0.1116
C -2.263 3.673 2.569 -0.7 -0.5 0.0 -0.0361
C -2.977 2.773 3.371 0.2 -0.6 -0.3 -0.0411
C -3.260 1.473 2.916 -0.2 0.4 0.6 -0.0813
C -2.825 1.027 1.669 0.4 0.7 -0.9 -0.1976
S -1.376 1.565 -0.698 0.3 -2.0 -0.2 0.5511
H -1.283 2.480 -3.170 1.0 -0.2 -0.2 0.0157
H -1.380 3.950 0.634 -0.1 0.0 0.1 0.0973
H -2.043 4.670 2.950 -0.1 -0.2 -0.3 0.1304
H -3.304 3.107 4.346 -0.1 -0.2 0.1 0.1200
H -3.840 0.797 3.545 0.1 0.2 -0.1 0.1269
H -3.170 0.031 1.286 0.1 0.8 0.4 0.0524
N 0.066 -2.613 4.171 0.4 -0.4 0.6 0.1168
C -0.243 -1.396 4.771 0.1 -0.5 -0.5 -0.0086
C -0.731 -0.611 3.787 -0.4 -0.2 -0.7 -0.1060
N -0.779 -1.346 2.607 0.6 -0.9 0.0 -0.1567
C -0.233 -2.549 2.873 -0.8 1.0 0.6 -0.1859
H 0.467 -3.435 4.644 -0.3 0.7 -0.3 0.1992
H -0.137 -1.182 5.812 0.2 -0.2 0.3 0.1403
H -1.083 0.410 3.788 0.0 -0.2 0.2 0.1052
H -0.105 -3.352 2.163 0.1 -0.1 0.1 0.1078
```
Forces are in eV/Å.


Record 2
ORCA calculation (ωB97M-V/def2-TZVPD) on a molecular structure, C20H41N2O2Tl in a non-equilibrium geometry.

Output
Kohn-Sham gap (spin up / spin down) = 6.649 / 5.313 eV
2S+1 = 2
energy = -1217.80648 Eh
HOMO (spin up / spin down) = -17.848 / -17.848 eV
total charge = +3
F_max = 7.46 eV/Å

The geometry in XYZ format:
```
66
Properties=species:S:1:pos:R:3:forces:R:3:lowdin_charge:R:1
C -4.574 0.133 2.382 -0.4 0.8 -0.1 -0.0813
O -4.357 -1.151 3.053 0.7 0.5 -2.9 -0.1580
C -4.019 -2.064 1.970 -0.2 -1.1 1.7 -0.3937
C -3.072 -3.255 2.424 0.2 -0.1 0.6 -0.1255
C -1.588 -2.838 2.876 -0.5 0.7 1.0 -0.1647
C -1.120 -1.362 2.500 1.2 -0.4 -0.5 -0.1860
C -0.663 -1.187 0.947 -0.5 0.6 1.9 -0.1704
C 0.203 0.152 0.894 -0.8 0.1 0.1 -0.1380
C 0.979 0.475 -0.465 0.8 0.3 -0.2 -0.3617
C 2.525 0.845 -0.115 -0.5 -0.6 -0.5 -0.1461
C 3.297 -0.302 0.683 0.2 1.3 0.9 -0.1551
C 4.362 0.430 1.663 0.8 -1.3 -1.0 -0.1325
C 3.677 1.227 2.876 -0.4 -0.3 -0.1 -0.1454
N 3.536 2.683 2.658 -0.5 -2.0 2.6 0.2884
C 1.033 -0.687 -1.565 0.5 1.1 -0.9 -0.0520
C -0.014 -0.499 -2.789 1.5 -4.7 0.3 -0.3921
C 0.362 -1.707 -3.824 -0.5 0.8 -0.5 0.0033
C -1.531 -0.748 -2.381 -0.7 0.2 0.4 -0.0170
N 0.193 0.763 -3.549 -7.2 1.1 1.7 0.0340
O -0.728 0.967 -4.360 3.9 -1.0 0.6 0.2099
C 0.529 1.946 -2.699 1.1 4.1 -1.0 -0.3884
C 2.007 2.432 -3.114 0.7 -0.5 1.0 -0.0002
C -0.453 3.153 -3.160 0.9 0.6 1.1 -0.0193
C 0.291 1.760 -1.133 0.3 -0.9 0.4 -0.0717
H -5.225 0.002 1.441 0.6 0.2 1.3 0.0558
H -5.106 0.879 3.043 0.7 -1.2 -0.5 0.1251
H -3.593 0.598 2.029 -1.1 -0.7 0.5 0.0976
H -3.672 -1.500 1.042 0.3 -0.5 1.2 0.0142
H -5.042 -2.559 1.679 1.5 0.3 1.4 -0.0379
H -2.974 -4.072 1.640 -0.5 1.2 0.7 0.1246
H -3.570 -3.738 3.335 0.5 0.7 -1.4 0.1438
H -0.841 -3.612 2.519 -0.9 1.0 0.3 0.1208
H -1.586 -2.888 4.021 0.1 0.0 -1.6 0.1304
H -1.849 -0.541 2.772 0.6 -1.1 -0.2 0.1025
H -0.175 -1.163 3.122 -1.3 -0.3 -0.8 0.1154
H -1.625 -1.021 0.371 1.3 -0.5 0.2 0.0766
H -0.107 -2.135 0.668 -0.7 1.3 0.0 0.1200
H 0.872 0.157 1.825 -0.7 0.0 -1.5 0.0911
H -0.534 1.016 1.070 1.0 -1.2 -0.1 0.1277
H 2.479 1.851 0.422 0.3 -1.2 -0.2 0.1068
H 3.137 1.035 -1.065 -1.0 -0.2 1.3 0.1158
H 2.646 -0.942 1.354 0.5 0.8 -0.9 0.1146
H 3.849 -1.009 -0.018 -0.5 1.1 0.9 0.1392
H 5.023 1.120 1.054 -0.7 -0.7 0.8 0.1318
H 5.032 -0.388 2.083 -0.8 1.2 -0.3 0.1351
H 2.661 0.757 3.084 1.2 0.9 -0.3 0.1327
H 4.339 1.116 3.812 -0.6 0.2 -1.3 0.1826
H 4.282 3.236 3.109 0.0 0.2 -1.0 0.1677
H 2.596 3.017 2.930 0.4 0.3 -0.8 0.1596
H 1.004 -1.747 -1.159 -0.3 1.4 -0.6 0.1328
H 2.061 -0.595 -2.070 -1.4 -0.3 0.7 0.1350
H 1.215 -1.351 -4.479 -0.8 -0.7 0.8 0.1066
H -0.542 -1.833 -4.507 1.3 -0.1 0.9 0.1068
H 0.620 -2.667 -3.272 -0.4 1.4 -0.8 0.1134
H -1.611 -1.786 -1.903 0.5 1.5 -0.7 0.1156
H -2.253 -0.750 -3.256 1.2 0.1 0.8 0.1075
H -1.916 0.007 -1.618 0.6 -0.9 -1.0 0.0851
H 2.025 3.064 -4.058 -0.2 -1.0 1.2 0.1144
H 2.709 1.531 -3.210 -0.9 1.3 -0.1 0.0955
H 2.424 3.040 -2.239 -0.7 -0.7 -1.4 0.1073
H -1.540 2.940 -2.918 1.3 0.1 -0.6 0.1070
H -0.261 3.496 -4.219 -0.5 -0.6 1.2 0.1091
H -0.151 4.032 -2.487 -0.4 -1.2 -1.0 0.1209
H -0.830 1.763 -0.935 1.4 -0.1 -0.4 0.1221
H 0.698 2.674 -0.574 -0.5 -1.0 -1.2 0.1492
Tl -5.542 -2.199 -0.210 -1.2 -0.1 -2.1 1.1419
```
Forces are in eV/Å.


Record 3
ORCA calculation (ωB97M-V/def2-TZVPD) on a molecular structure, C20H41N2OP3Rh in a non-equilibrium geometry.

Output
Kohn-Sham gap (spin up / spin down) = 8.200 / 4.249 eV
2S+1 = 5
energy = -2104.84172 Eh
HOMO (spin up / spin down) = -15.715 / -16.823 eV
total charge = +3
F_max = 7.89 eV/Å

The geometry in XYZ format:
```
68
Properties=species:S:1:pos:R:3:forces:R:3:lowdin_charge:R:1
Rh 0.728 -0.246 0.946 0.7 -7.8 -0.8 0.7339
P 0.003 -0.430 3.149 -0.5 -0.3 2.9 0.7373
P -2.651 3.049 -2.018 -4.1 0.0 0.9 1.0454
P 2.363 -1.971 1.027 1.9 -1.2 0.0 0.7594
H -0.130 2.570 1.053 0.1 -0.3 -0.2 0.1274
C 0.277 1.575 0.818 -1.5 4.9 0.2 -0.3398
C 1.423 1.592 -0.176 1.5 3.7 -2.8 -0.2278
H 1.492 2.692 -0.263 0.8 -0.1 0.0 0.1434
C 0.544 0.988 4.185 0.1 0.0 -0.2 -0.2240
C -1.818 -0.250 3.189 -0.1 -0.1 -0.1 -0.2227
C 0.405 -1.810 4.278 -0.2 -0.2 0.1 -0.2389
C -3.719 3.817 -3.284 1.3 0.6 -0.8 -0.2069
C -3.341 1.358 -1.984 1.5 -0.7 -0.1 -0.2234
C -3.403 3.742 -0.478 1.5 0.3 0.4 -0.2105
C 2.754 -2.854 -0.537 -0.3 0.0 -0.4 -0.2350
C 2.203 -3.411 2.151 -0.2 0.0 0.2 -0.2440
C 3.993 -1.268 1.478 0.1 0.1 0.1 -0.2279
H 0.761 1.329 1.860 -0.5 0.8 -0.5 0.0382
H 2.421 1.331 0.233 -0.5 0.0 0.0 0.1192
H -0.061 1.017 5.100 0.2 0.0 -0.2 0.0756
H 0.418 1.938 3.658 0.0 0.0 0.2 0.0478
H 1.604 0.874 4.442 -0.2 0.0 0.0 0.0716
H -2.094 0.438 4.000 0.0 -0.3 -0.2 0.0674
H -2.289 -1.229 3.349 0.0 0.3 0.0 0.0603
H -2.178 0.159 2.237 0.0 -0.1 0.2 0.0272
H -0.105 -1.664 5.244 0.1 0.0 -0.3 0.0811
H 1.488 -1.840 4.458 -0.4 0.1 -0.1 0.0549
H 0.091 -2.775 3.860 0.1 0.2 0.2 0.0377
H -4.727 3.398 -3.228 0.2 -0.2 0.2 0.0813
H -3.281 3.603 -4.267 -0.4 0.2 0.0 0.0673
H -3.753 4.900 -3.126 0.1 -0.2 -0.1 0.0755
H -4.422 1.389 -2.145 0.1 0.3 0.0 0.0809
H -3.122 0.875 -1.026 0.0 0.0 -0.2 0.0405
H -2.866 0.781 -2.785 -0.3 -0.1 0.1 0.0559
H -4.500 3.787 -0.570 0.4 -0.1 -0.3 0.0900
H -2.997 4.756 -0.328 -0.4 -0.3 0.1 0.0693
H -3.114 3.113 0.379 -0.2 0.3 -0.2 0.0449
H 3.020 -3.898 -0.313 0.0 0.4 -0.1 0.0638
H 3.604 -2.373 -1.039 -0.3 -0.1 0.1 0.0495
H 1.892 -2.851 -1.211 0.2 -0.1 0.0 0.0318
H 2.799 -4.246 1.755 -0.1 0.3 0.2 0.0681
H 1.160 -3.742 2.214 0.3 0.0 0.0 0.0310
H 2.572 -3.163 3.154 -0.2 -0.1 -0.3 0.0448
H 4.738 -1.562 0.725 -0.1 0.1 0.4 0.0639
H 4.299 -1.647 2.463 0.0 0.2 -0.3 0.0614
H 3.932 -0.174 1.513 0.2 -0.2 0.1 0.0327
C 0.833 1.916 -2.762 0.6 -0.7 0.0 -0.2662
C 1.397 1.173 -1.683 0.2 0.7 0.4 -0.1566
C 2.289 0.169 -2.043 -0.1 -0.8 -0.1 -0.0736
C 2.353 -0.336 -3.345 -0.1 0.0 0.0 -0.0436
C 1.532 0.213 -4.335 0.0 -0.1 0.2 -0.0367
C 0.788 1.352 -4.048 0.2 0.3 0.6 0.0039
O 0.536 3.259 -2.632 0.4 -1.1 1.5 0.0664
H -0.361 3.379 -2.893 -1.3 0.7 -0.8 0.0114
H -0.639 0.966 0.541 -0.2 0.7 0.0 0.0803
H 2.960 -0.217 -1.262 -0.4 0.0 -0.4 0.0929
H 3.027 -1.160 -3.581 -0.1 0.3 0.0 0.1248
H 1.536 -0.183 -5.349 0.0 0.0 0.2 0.1289
H 0.264 1.907 -4.824 0.2 -0.1 0.0 0.1327
N -1.270 -2.717 0.544 -0.3 -0.5 0.0 0.0073
C -2.027 -3.416 -0.328 0.5 0.5 -0.1 -0.0207
C -1.783 -2.871 -1.572 0.1 0.1 -0.3 -0.0222
C -0.850 -1.843 -1.383 -0.4 -0.3 0.8 -0.1103
N -0.552 -1.753 -0.066 -0.1 0.1 -0.3 -0.1158
H -1.188 -2.898 1.539 0.0 0.2 -0.3 0.1465
H -2.659 -4.232 -0.023 0.0 0.0 0.1 0.1436
H -2.211 -3.174 -2.510 0.0 -0.1 0.0 0.1191
H -0.390 -1.198 -2.126 0.0 0.0 0.3 0.1085
```
Forces are in eV/Å.